[1]
14
Properties=species:S:1:pos:R:3:forces:R:3:lowdin_charge:R:1 method="wB97M-V/def2-TZVPD" gap_ev=9.66 e_homo_ev=-8.752 de_lowest_kcal_mol=92.9
C 2.36487 -0.34853 -0.06931 2.294 2.421 -1.210 -0.09
C 0.28572 0.91724 -0.03205 -0.902 -3.178 0.622 -0.01
C -0.98156 0.51579 -0.26378 -2.379 -0.311 0.664 -0.08
C -2.54919 0.35838 0.02017 0.185 0.722 2.211 -0.04
C -1.00079 -0.90552 -0.12694 3.237 2.105 -1.045 -0.38
H 2.75422 -0.33640 -1.17719 -1.258 -0.765 1.757 0.12
H 2.71227 0.67610 0.22100 -0.016 -0.672 0.035 0.08
H 2.97015 -1.00086 0.56270 -0.620 -0.435 -0.240 0.08
H 0.81725 1.76723 0.18697 0.800 2.066 0.051 0.09
H -2.82811 0.50133 1.15555 0.541 0.525 -2.284 0.15
H -3.40080 0.67650 -0.63530 1.164 -0.244 0.325 0.12
N 0.96283 -0.27759 0.19924 0.238 -1.483 -1.634 -0.21
N 0.19976 -1.47956 -0.03472 -1.318 1.784 1.183 0.17
O -2.30662 -1.06410 -0.00634 -1.965 -2.533 -0.435 0.00


[2]
31
Properties=species:S:1:pos:R:3:forces:R:3:lowdin_charge:R:1 method="wB97M-V/def2-TZVPD" gap_ev=12.10 total_charge=+2 e_homo_ev=-18.416
Cd -0.00752 0.11542 0.02424 0.160 0.294 -0.095 1.48
C 0.70978 1.80264 -2.30740 0.253 0.262 0.148 -0.16
C 0.28661 0.49958 -2.97841 -0.626 -0.393 0.051 -0.16
O -0.58326 -0.28090 -2.09581 0.047 0.508 -0.296 -0.15
O 1.32118 1.63415 -0.97818 0.028 -0.242 -1.056 -0.16
H -0.12552 2.50855 -2.12271 0.343 -0.485 -0.676 0.14
H 1.46426 2.20471 -2.99099 -0.285 0.354 0.163 0.14
H 1.08148 -0.18838 -3.26396 0.494 0.492 0.077 0.13
H -0.26024 0.75658 -3.90135 0.120 0.043 0.408 0.15
H -0.76593 -1.14432 -2.48756 -0.032 0.043 0.005 0.12
H 2.02151 2.29374 -0.85380 -0.264 -0.251 0.072 0.13
C -2.36038 -0.78028 1.40384 -0.795 0.236 -0.929 -0.19
C -2.89427 0.24572 0.40375 -0.737 0.685 0.627 -0.17
O -1.91357 1.31605 0.15317 -0.478 -0.970 0.311 -0.14
O -1.35772 -1.57857 0.74533 0.171 0.232 -0.029 -0.13
H -3.20440 -1.41539 1.68041 0.126 0.088 0.196 0.15
H -1.94201 -0.25218 2.25551 0.015 -0.085 0.317 0.13
H -3.79218 0.67498 0.87035 0.325 0.082 -0.056 0.15
H -3.23846 -0.17614 -0.54014 0.384 -0.208 -0.055 0.13
H -2.34113 2.17580 0.05685 0.063 -0.093 0.018 0.13
H -1.15573 -2.38137 1.24118 -0.009 0.006 0.002 0.12
C 2.39205 -1.29518 1.19843 0.708 0.631 1.127 -0.22
C 1.50462 -0.70492 2.28185 0.692 0.896 0.842 -0.17
O 0.95069 0.65599 1.98928 0.413 -1.703 -0.019 -0.14
O 1.66804 -1.42353 -0.00280 -0.071 -0.717 -0.617 -0.12
H 2.83161 -2.22375 1.60921 -0.580 0.036 -0.446 0.15
H 3.24958 -0.63290 1.05174 -0.063 0.137 -0.088 0.14
H 2.17419 -0.60750 3.13167 -0.091 0.022 0.266 0.14
H 0.68301 -1.34019 2.61225 -0.101 0.065 -0.326 0.12
H 1.38289 1.33496 2.52382 -0.026 -0.095 -0.139 0.12
H 2.22081 -1.79339 -0.70975 -0.185 0.129 0.195 0.14


[3]
56
Properties=species:S:1:pos:R:3:forces:R:3:lowdin_charge:R:1 method="wB97M-V/def2-TZVPD" gap_ev=8.34 smiles="O=C(Nc1ncc(Br)s1)NS(=O)(=O)c1ccc(-c2ccon2)s1.CNC(=O)[C@@H](NC(C)=O)[C@@H](C)O" e_homo_ev=-8.805
O -4.18318 1.27247 0.86281 -0.102 0.028 -0.317 0.05
O 6.45051 -0.25651 -4.11922 -0.101 0.208 0.178 0.05
O 3.87621 -0.30682 -0.97700 0.572 -0.509 0.188 0.05
O -7.01116 -1.57946 2.19768 1.720 1.669 0.292 -0.33
O -6.85958 0.05069 0.40570 1.567 0.328 2.291 -0.28
Br 0.97088 3.10386 -2.04142 -0.569 -0.604 0.433 0.69
N -6.98220 1.60548 7.50163 -0.061 0.345 0.698 0.13
N -0.56770 -0.30497 -0.19216 0.552 1.281 -0.582 0.05
O -7.18023 2.34752 8.70938 0.043 0.611 -1.290 -0.03
O 7.07294 -0.89986 -1.56250 -0.151 0.310 0.006 -0.02
S -1.70920 2.00427 -0.64696 -0.102 -0.873 0.424 1.04
S -6.72098 0.41773 4.62111 0.044 1.136 -0.302 1.11
C -3.89798 0.09709 0.97767 1.371 2.344 -0.244 -0.58
C 6.14880 -1.38744 -4.47439 0.645 0.712 -0.711 -0.56
C 4.04990 -0.72760 -2.11333 -0.069 0.414 0.767 -0.43
C -6.95313 2.46655 6.51654 -0.242 0.720 1.328 -0.32
C -1.68463 0.35150 -0.03101 1.205 -0.191 -0.354 -0.58
C 0.37138 0.50724 -0.82087 -0.471 0.658 -0.239 -0.25
C -7.26991 3.66893 8.37492 0.233 -0.763 -1.486 -0.09
C -0.06227 1.76509 -1.15288 0.367 -0.768 0.159 -1.02
C -7.13736 3.79659 7.02924 -0.006 0.244 0.053 -0.01
C -6.58659 2.97292 4.06244 0.030 -1.094 -0.629 -0.07
C -6.41689 2.27596 2.79915 -0.108 0.072 0.761 -0.10
C -6.75934 2.10394 5.11940 0.185 -0.658 -0.751 -0.44
C -6.46692 0.91584 2.97246 0.246 -0.277 -0.317 -0.59
N -2.67535 -0.38034 0.58883 -1.287 -0.277 0.334 0.12
N 3.34791 -0.12101 -3.08294 -0.393 -0.210 -1.464 0.04
N 5.45782 -2.23139 -3.70752 -0.831 -0.442 0.857 0.11
N -4.71212 -0.77429 1.61809 -0.763 -0.699 0.347 0.00
C 6.55525 -1.89138 -5.83755 -0.065 0.079 0.096 0.02
C 3.10813 -0.49371 -4.47690 0.358 0.127 0.268 -0.06
C 6.95740 -3.24561 -1.33370 -0.517 0.054 -0.068 -0.04
C 4.98293 -1.94872 -2.33198 0.271 -0.012 -0.102 -0.13
C 6.15632 -1.94205 -1.32235 0.547 -0.138 0.013 -0.39
S -6.34082 -0.36490 1.71547 -3.677 -1.271 -1.680 0.69
H 6.88902 -0.52144 -2.43959 0.130 0.231 0.153 0.05
H 1.37665 0.16253 -1.03891 -0.142 -0.171 0.238 0.08
H -7.42439 4.48281 9.07647 0.032 -0.753 0.376 0.13
H -7.16835 4.71436 6.45648 -0.002 -0.155 0.159 0.11
H -6.57039 4.05512 4.14942 -0.029 -0.243 0.031 0.11
H -6.26418 2.76559 1.83674 -0.013 -0.269 0.336 0.12
H -2.40349 -1.30185 0.90044 0.326 0.083 -0.246 0.16
H 2.87756 0.71043 -2.75855 0.019 -0.062 0.102 0.10
H 5.28518 -3.15094 -4.07926 -0.019 0.026 0.100 0.15
H -4.58634 -1.74384 1.38502 -0.262 -0.529 0.223 0.13
H 7.10702 -1.10580 -6.35329 -0.093 -0.106 0.112 0.09
H 5.66497 -2.14688 -6.40859 0.007 -0.157 -0.148 0.08
H 7.19267 -2.76692 -5.72476 -0.028 -0.113 -0.121 0.09
H 3.05927 -1.57732 -4.58709 -0.019 0.120 -0.030 0.08
H 2.15629 -0.07151 -4.80559 0.084 -0.052 0.161 0.09
H 3.89811 -0.08581 -5.11049 -0.048 -0.127 -0.161 0.08
H 6.29221 -4.09085 -1.16065 0.045 -0.253 0.026 0.08
H 7.47492 -3.36784 -2.28484 0.017 -0.050 -0.014 0.07
H 7.69815 -3.21166 -0.53439 -0.045 0.031 -0.092 0.08
H 4.36300 -2.79762 -2.04959 -0.108 -0.159 -0.072 0.16
H 5.75328 -1.81811 -0.31682 -0.289 0.156 -0.091 0.14


[4]
18
Properties=species:S:1:pos:R:3:forces:R:3:lowdin_charge:R:1 method="wB97M-V/def2-TZVPD" gap_ev="7.14 / 7.14" total_charge=+1 e_homo_ev="-12.211 / -12.212" de_lowest_kcal_mol=82.1
C -0.82622 0.91340 -0.00726 3.340 1.427 -0.306 -0.05
C 0.53484 0.46170 0.07396 -1.129 -0.646 -1.213 -0.20
C -2.92961 -0.41390 0.08598 -0.337 0.788 -0.484 -0.43
C 1.40305 1.67266 -0.01229 -1.764 1.392 -2.971 -0.03
C 0.44889 -1.93468 -0.14036 -1.258 -3.849 0.850 -0.10
N 1.16636 -0.76356 0.12045 -3.173 1.824 0.031 0.02
O -2.11535 0.51784 -0.12407 -0.855 -0.381 0.199 -0.04
S -4.60753 -0.02414 0.01626 0.292 -2.099 0.541 1.01
H -0.86207 2.02168 -0.19304 0.014 -1.492 0.400 0.14
H -2.56801 -1.40051 0.21466 0.073 -1.046 0.533 0.09
H 0.96002 2.38792 0.60976 0.235 1.064 1.631 0.07
H 1.33520 2.30126 -1.00737 -0.105 -1.876 1.279 0.15
H 2.40803 1.50306 0.08658 2.392 -0.442 0.898 0.06
H -0.46567 -2.07619 0.46164 0.167 0.611 -0.195 0.08
H 0.22872 -2.20594 -1.15488 -0.379 0.848 -1.019 0.09
H 0.95763 -2.90008 0.11767 0.395 1.181 0.383 0.12
H 2.12262 -0.92248 0.05525 1.964 0.906 0.023 0.13
H -4.32406 1.11810 -0.49543 0.129 1.790 -0.580 -0.10


[5]
41
Properties=species:S:1:pos:R:3:forces:R:3:lowdin_charge:R:1 method="wB97M-V/def2-TZVPD" gap_ev=10.22 smiles="CCOCCCCCO[P@@](=O)(OCC(=O)I)OS(C)(=O)=O" e_homo_ev=-10.045 de_lowest_kcal_mol=0.0
C 1.47205 -2.39703 1.94898 0.109 0.208 0.026 -0.05
C 2.38183 -1.20459 1.68658 -0.100 0.096 0.255 -0.27
O 1.59678 -0.03134 1.53638 -0.153 0.058 -0.311 -0.18
C 2.36455 1.07909 1.08827 -0.459 -0.299 0.208 -0.22
C 1.51822 2.34696 1.15386 0.274 0.122 -0.251 -0.15
C 0.97488 2.90858 -0.17512 -0.332 -0.029 0.628 -0.19
C -0.44592 2.46012 -0.52432 0.565 -0.450 -0.310 -0.16
C -0.55062 0.94633 -0.61224 -0.138 0.595 -0.306 -0.19
O -1.54094 0.62100 -1.63470 0.145 -0.128 0.698 -0.19
P -2.10856 -0.82952 -1.87112 -0.417 -0.008 -0.909 0.35
O -3.42170 -0.84037 -2.48969 0.225 0.040 0.219 -0.18
O -1.02713 -1.63403 -2.70850 0.222 -0.058 0.331 -0.20
C 0.29372 -1.81071 -2.23170 -0.339 -0.370 -0.297 -0.22
C 1.31430 -0.92843 -2.89565 0.316 0.379 -0.092 -0.83
O 2.44486 -0.92078 -2.54677 0.188 -0.042 0.110 0.02
I 0.67204 0.32786 -4.50172 -0.075 0.017 -0.062 0.92
O -1.96442 -1.57900 -0.44008 -0.338 0.239 0.130 -0.30
S -3.12646 -1.56212 0.70452 -0.106 -0.427 0.828 0.58
C -3.41316 0.15102 1.02552 -0.307 -0.022 0.093 -0.10
O -2.47858 -2.13594 1.83861 0.143 0.098 -0.185 -0.27
O -4.32667 -2.13782 0.21272 0.192 -0.023 -0.425 -0.24
H 1.70785 -2.84812 2.90531 0.023 -0.204 0.113 0.07
H 1.57306 -3.14836 1.17427 -0.072 -0.173 -0.094 0.07
H 0.43689 -2.07306 1.99887 -0.155 0.049 -0.082 0.07
H 3.05871 -1.05638 2.53063 0.168 0.057 0.082 0.12
H 3.00569 -1.35506 0.80560 0.035 -0.012 -0.252 0.11
H 3.24029 1.17440 1.73177 0.171 0.044 0.051 0.12
H 2.70745 0.88438 0.07044 0.191 0.013 -0.201 0.12
H 0.69851 2.17114 1.84622 -0.103 -0.034 0.176 0.12
H 2.14482 3.11010 1.60674 0.017 0.180 0.082 0.11
H 1.65435 2.68164 -0.99277 0.126 -0.048 -0.148 0.11
H 0.93764 3.98931 -0.06558 0.093 0.179 -0.184 0.11
H -0.68234 2.82100 -1.52134 -0.242 0.314 -0.012 0.12
H -1.13869 2.85823 0.21000 -0.283 0.107 -0.033 0.12
H 0.41078 0.56354 -0.92227 0.245 -0.301 -0.051 0.10
H -0.83049 0.51306 0.33748 0.050 -0.311 0.121 0.11
H 0.39233 -1.68838 -1.15821 -0.056 0.120 0.249 0.12
H 0.60094 -2.82937 -2.45658 -0.037 -0.168 -0.090 0.15
H -4.47465 0.19026 1.24142 -0.161 0.058 0.057 0.08
H -2.85755 0.41627 1.91433 0.263 0.132 0.012 0.08
H -3.21467 0.79612 0.17983 0.111 0.002 -0.176 0.06


[6]
26
Properties=species:S:1:pos:R:3:forces:R:3:lowdin_charge:R:1 method="wB97M-V/def2-TZVPD" multiplicity=2 gap_ev="8.49 / 7.17" total_charge=+1 e_homo_ev="-12.907 / -13.482" s_squared=0.756
Ag 2.47870 1.73807 1.40624 1.937 16.272 9.866 0.82
Br 0.57080 0.91905 1.78433 -2.540 0.184 2.740 0.72
C 5.00334 0.40580 -1.22817 -0.178 0.553 0.119 0.01
O 4.12577 -0.71518 -1.01997 -1.981 -0.234 1.168 0.06
C 3.08527 -0.55123 -0.21890 -1.215 -1.162 0.246 -0.46
O 2.83544 0.50253 0.42957 5.753 -14.586 -12.114 -0.34
O 2.26858 -1.61096 -0.15831 1.898 0.644 -0.584 0.05
C 1.10474 -1.71282 0.72186 -0.152 -0.121 -0.636 -0.07
H 5.68361 0.04804 -2.00104 0.106 0.314 0.391 0.12
H 5.44833 0.70989 -0.28074 0.486 -0.429 -0.142 0.10
H 4.44360 1.28323 -1.55208 -0.120 -0.209 -0.412 0.10
H 0.55585 -2.62608 0.49212 0.561 -0.075 -0.516 0.12
H 0.46251 -0.86351 0.48882 0.261 -0.854 0.001 -0.01
H 1.40226 -1.79407 1.76732 0.170 0.388 -0.128 0.10
C -4.98603 0.70838 -1.67859 -0.910 -0.550 -3.051 -0.08
O -4.51316 0.47194 -0.42753 1.579 -0.274 3.017 0.01
C -3.23809 0.13145 -0.17118 0.529 -0.548 -2.113 -0.54
O -2.42316 -0.27799 -0.99227 -1.023 0.859 1.643 0.11
O -3.04972 0.29056 1.14356 0.977 0.052 1.070 0.04
C -1.72136 0.21303 1.72870 -2.953 -1.757 0.532 -0.22
H -4.41299 0.23434 -2.47547 0.601 0.194 0.156 0.10
H -5.10190 1.76974 -1.89815 0.081 0.007 0.237 0.10
H -5.94289 0.20033 -1.79854 -0.262 0.311 0.405 0.10
H -1.17363 -0.71780 1.58160 -0.473 -0.011 -1.202 0.05
H -1.78161 0.13747 2.81441 -0.999 0.568 0.083 0.10
H -1.12434 1.10576 1.54240 -2.131 0.464 -0.776 -0.11


[7]
18
Properties=species:S:1:pos:R:3:forces:R:3:lowdin_charge:R:1 method="wB97M-V/def2-TZVPD" gap_ev=8.64 smiles="C=C/C(N)=C/C.O" e_homo_ev=-7.746 de_lowest_kcal_mol=42.6
C 0.36622 -0.82600 2.35628 -0.165 0.199 -0.532 -0.09
N 1.20232 -0.06936 -0.44201 -0.298 -0.219 0.442 0.11
C 0.12453 0.51868 0.18438 0.478 0.460 0.193 -0.41
C -0.26454 0.16950 1.42041 -0.428 -0.139 0.374 -0.14
C -0.32802 2.08747 -1.71445 0.034 -0.452 0.414 0.01
C -0.43390 1.73510 -0.43662 -0.165 -0.289 -0.162 -0.13
H 0.59887 -0.31748 3.29137 0.099 -0.069 0.103 0.07
H -0.34194 -1.62381 2.58112 0.139 -0.178 0.041 0.07
H 1.28747 -1.25782 1.95864 -0.101 -0.079 0.158 0.06
H 1.55089 0.24547 -1.32268 0.129 0.009 0.033 0.08
H 1.63305 -0.82106 0.06688 0.204 -0.033 -0.604 0.08
H -1.14590 0.65406 1.82863 0.127 0.226 -0.126 0.10
H 0.01675 1.35771 -2.44100 0.239 0.357 -0.131 0.06
H -0.61014 3.07997 -2.01965 -0.235 -0.005 -0.319 0.05
H -0.91570 2.38558 0.27406 -0.033 0.287 0.072 0.10
H -1.08158 -2.65137 -1.85444 0.009 0.022 0.077 0.03
H -0.89911 -1.61344 -0.74229 0.060 0.046 0.040 0.01
O -0.66990 -2.51479 -0.99512 -0.094 -0.144 -0.071 -0.06


[8]
14
Properties=species:S:1:pos:R:3:forces:R:3:lowdin_charge:R:1 method="wB97M-V/def2-TZVPD" gap_ev=8.61 e_homo_ev=-7.581 de_lowest_kcal_mol=78.7
C -0.74847 0.15951 0.68353 0.744 0.284 -0.587 -0.17
C -1.42064 0.41297 -0.65654 0.270 0.298 -0.002 -0.09
N 0.15701 -1.91901 0.98822 -0.274 -1.064 0.460 0.04
N 1.65326 0.75998 -0.67055 -0.563 0.467 -0.100 -0.01
N 0.43306 -0.77416 0.49026 -0.797 0.319 -0.235 -0.34
N 1.49481 -0.52934 -0.16041 0.431 -0.319 0.234 -0.04
H 0.90740 -2.58398 0.77514 0.100 0.464 -0.092 0.05
H 2.60280 0.81101 -1.02020 -0.182 0.008 0.222 0.07
H 1.48867 1.49393 0.01805 0.244 -0.115 -0.046 0.07
H -1.42201 -0.34500 1.36624 0.295 -0.104 0.084 0.10
H -0.37788 1.07767 1.13615 -0.019 0.081 0.040 0.10
H -2.31207 1.02103 -0.50466 -0.043 -0.059 0.021 0.07
H -0.75446 0.94745 -1.33758 -0.093 -0.123 0.064 0.06
H -1.70150 -0.53206 -1.10766 -0.113 -0.135 -0.063 0.08


Number 1: F_max 4.00 eV/A, DFT total energy -378.7229 Ha. Number 2: F_max 1.75 eV/A, DFT total energy -857.9893 Ha. Number 3: F_max 4.24 eV/A, DFT total energy -5322.2687 Ha. Number 4: F_max 4.14 eV/A, DFT total energy -724.3056 Ha. Number 5: F_max 1.00 eV/A, DFT total energy -2032.2633 Ha. Number 6: F_max 19.81 eV/A, DFT total energy -3407.6816 Ha. Number 7: F_max 0.69 eV/A, DFT total energy -327.0635 Ha. Number 8: F_max 1.19 eV/A, DFT total energy -299.9053 Ha.